# 1
Molecular formula: C5H13ClO4PS
Method: DFT, ωB97M-V/def2-TZVPD

```
25
C5H13ClO4PS (ωB97M-V/def2-TZVPD)
C 3.4814 -1.5413 -0.0371
O 2.6744 -0.5541 0.5835
C 1.9797 0.2496 -0.3329
C 1.3526 1.4148 0.4363
C -0.1668 1.3835 0.6134
C -0.9802 1.2665 -0.6867
S -1.3647 -0.4605 -1.1095
Cl -2.6606 -0.2637 -2.6103
P -2.5739 -1.0802 0.6225
O -1.5905 -1.6229 1.5331
O -3.3489 0.1871 1.1267
O -3.5844 -1.9824 -0.1685
H 2.9630 -2.0112 -0.8794
H 4.4166 -1.1039 -0.3970
H 3.6971 -2.3026 0.7077
H 1.2216 -0.3672 -0.8465
H 2.6519 0.6170 -1.1175
H 1.7935 1.3856 1.4318
H 1.6364 2.3632 -0.0220
H -0.4475 0.6141 1.3359
H -0.4861 2.3308 1.0508
H -0.4374 1.6434 -1.5547
H -1.9417 1.7724 -0.6210
H -4.0608 0.5247 0.5624
H -4.2247 -2.4625 0.3792
```

Calculated values
Net charge: +1
E_tot (Eh): -1698.79578

---

# 2
Molecular formula: C5H13ClSi
Method: DFT, ωB97M-V/def2-TZVPD

```
20
C5H13ClSi (ωB97M-V/def2-TZVPD)
C 0.5660 -0.8784 2.5368
C -0.5721 -0.8526 -1.7582
C 1.5048 0.2204 -0.8076
C -0.7486 -0.9565 1.8730
C 0.0576 0.3380 -1.1230
Si -0.8377 1.9582 -1.0636
Cl -1.9767 0.1260 2.3224
H 1.0943 -1.8239 2.4288
H 0.4536 -0.6503 3.5973
H 1.1979 -0.0900 2.1078
H -1.6573 -0.7988 -1.7078
H -0.2382 -1.7832 -1.2934
H -0.2970 -0.9166 -2.8165
H 1.7328 -0.7431 -0.3454
H 2.1027 0.2782 -1.7237
H 1.8326 1.0219 -0.1510
H -0.9797 -1.6325 1.0760
H -2.2458 1.7046 -0.7577
H -0.7875 2.6809 -2.3481
H -0.2016 2.7976 -0.0463
```

Calculated values
Relative energy (zero: lowest compared OMol25 entry of this formula, charge and spin) (kcal per mole): 182.1
Net charge: 0

---

# 3
Molecular formula: C5H13CoO3
Method: DFT, ωB97M-V/def2-TZVPD

```
22
C5H13CoO3 (ωB97M-V/def2-TZVPD)
C -0.0123 -0.0646 1.1216
O 0.0394 -0.4725 -0.2423
C -0.1394 0.5704 -1.1503
C -0.1320 0.0407 -2.5635
O -1.2881 -0.7241 -2.8005
C -1.3324 -1.2779 -4.0900
H 0.0601 -0.9948 1.7131
H -1.0255 0.3335 1.3383
H 0.6739 1.3190 -1.0488
H -1.0945 1.0980 -0.9600
H 0.7726 -0.5753 -2.7238
H -0.0868 0.8942 -3.2655
H -0.4794 -1.9574 -4.2629
H -2.2647 -1.8489 -4.1779
H -1.3166 -0.4913 -4.8645
Co 1.4332 1.1158 1.7778
O 1.5653 1.1507 3.6696
H 2.3902 1.3385 4.1319
C 0.7242 0.2898 4.4548
H 0.7000 0.6523 5.4868
H -0.2813 0.3463 4.0255
H 1.0942 -0.7423 4.4306
```

Calculated values
Net charge: +1
Multiplicity: 4
<S²>: 3.758
E_tot (Eh): -1806.39736

---

# 4
Molecular formula: C5H13IInLu
Method: DFT, ωB97M-V/def2-TZVPD

```
21
C5H13IInLu (ωB97M-V/def2-TZVPD)
C 0.6505 -1.6404 -0.1038
C 1.4582 -0.4055 -0.5371
C 2.5682 -0.0352 0.4562
C 0.5323 0.7902 -0.8301
C -0.3411 1.2219 0.3686
In -2.2826 0.3386 0.1248
I -3.3276 -0.1776 -2.1941
H 0.0671 -2.0392 -0.9482
H 1.3015 -2.4491 0.2401
H -0.0550 -1.4155 0.7150
H 1.9315 -0.6473 -1.4975
H 3.2885 0.6422 -0.0166
H 2.1795 0.4864 1.3404
H 3.1166 -0.9217 0.7869
H -0.0864 0.5425 -1.7099
H 1.1117 1.6700 -1.1376
H 0.0011 0.8565 1.3418
H -0.4939 2.3031 0.4362
H -2.8574 -0.9785 1.2564
H -3.7387 1.5444 0.7651
Lu -5.0239 0.3144 1.1434
```

Calculated values
Net charge: +2
E_tot (Eh): -1920.86552

---

# 5
Molecular formula: C5H13IN
Method: DFT, ωB97M-V/def2-TZVPD

```
20
C5H13IN (ωB97M-V/def2-TZVPD)
C 1.4660 0.9331 1.1317
C 0.7022 -0.2716 0.6723
C 1.5180 -1.1206 -0.4075
C -0.9394 0.2380 0.1313
N -0.7071 0.9912 -1.1745
C -1.9270 -0.9076 0.0939
I -3.9743 0.0839 0.2659
H 1.5032 1.6759 0.3608
H 1.2680 1.4353 2.0174
H 2.5455 0.6392 1.2262
H 0.4187 -0.8595 1.4868
H 1.4902 -0.6801 -1.3503
H 2.6368 -1.2041 -0.1522
H 1.1493 -2.1000 -0.3577
H -1.1216 1.0542 0.8026
H -0.3610 0.2872 -1.8415
H 0.0174 1.7267 -1.3054
H -1.7041 1.2737 -1.5832
H -2.1156 -1.5398 -0.8395
H -1.8652 -1.6549 0.8228
```

Calculated values
Relative energy (zero: lowest compared OMol25 entry of this formula, charge and spin) (kcal per mole): 37.6
Net charge: +1
SMILES: CC(C)[C@@H]([NH3+])CI

---

# 6
Molecular formula: C5H13IN2
Method: DFT, ωB97M-V/def2-TZVPD

```
21
C5H13IN2 (ωB97M-V/def2-TZVPD)
C -0.3919 1.9718 0.9424
N -0.1487 0.5311 0.6157
N -0.8542 -0.2271 -0.3894
C -2.1228 -0.5330 0.1459
C -0.8512 0.5023 -1.7032
H -1.2113 1.9810 1.5729
H 0.5596 2.3653 1.4261
H -0.4926 2.5977 0.0337
H -0.0766 0.0023 1.4453
H -1.8439 -1.1269 1.0206
H -2.8262 0.2781 0.5810
H -2.7812 -1.1173 -0.7507
H 0.1595 0.6787 -2.0968
H -1.3824 -0.1233 -2.4256
H -1.2660 1.5473 -1.6445
C 2.0111 -2.1228 0.0947
C 2.9461 -1.3322 0.4923
I 3.5768 0.3592 -0.5280
H 1.6804 -1.9383 -0.9005
H 1.7517 -2.9357 0.7092
H 3.5638 -1.3582 1.3591
```

Calculated values
Relative energy (zero: lowest compared OMol25 entry of this formula, charge and spin) (kcal per mole): 27.7
Net charge: 0
SMILES: CNN(C)C.C=CI